*i*
{"formula": "C3H6NS2", "method": "ωB97M-V with the def2-TZVPD basis set", "species": ["C", "C", "C", "N", "S", "S", "H", "H", "H", "H", "H", "H"], "xyz": [[0.040, 1.176, 1.527], [1.032, 0.240, 1.550], [0.231, 0.087, -0.970], [-0.897, -0.983, -1.225], [-0.702, 1.450, -0.065], [1.554, -0.544, 0.077], [-0.189, 1.624, 2.495], [1.491, 0.270, 2.510], [0.727, 0.277, -1.947], [-0.400, -1.785, -1.664], [-1.584, -0.658, -1.903], [-1.304, -1.152, -0.386]], "mulliken_charge": [-0.24, -0.20, -0.33, -0.34, -0.09, -0.03, 0.37, 0.37, 0.44, 0.39, 0.34, 0.32], "homo_energy_ev": -12.686, "smiles": "[NH3+]C1SC=CS1", "charge": 1}

***

*ii*
{"formula": "C3H6NS2", "method": "ωB97M-V with the def2-TZVPD basis set", "species": ["C", "C", "C", "N", "S", "S", "H", "H", "H", "H", "H", "H"], "xyz": [[0.309, -0.144, -1.586], [-0.086, -0.856, -0.325], [-0.538, 1.061, 1.231], [0.258, -0.096, 0.941], [1.198, -0.881, -2.786], [-0.138, 1.401, -2.035], [-1.167, -1.030, -0.328], [0.423, -1.822, -0.302], [-1.605, 0.959, 1.268], [-0.065, 2.016, 1.320], [0.160, -0.783, 1.708], [1.249, 0.175, 0.894]], "mulliken_charge": [0.15, -0.59, -0.62, -0.12, -0.04, -0.05, 0.34, 0.44, 0.37, 0.37, 0.37, 0.39], "homo_energy_ev": [-13.060, -13.245], "charge": 1}

***

Most stable = *i*

***

*i*
{"formula": "C5H6O2S", "method": "ωB97M-V with the def2-TZVPD basis set", "species": ["C", "C", "C", "C", "C", "H", "H", "H", "H", "H", "H", "O", "O", "S"], "xyz": [[1.368, -1.682, -0.713], [0.588, 0.423, 0.904], [-0.894, -0.032, 0.873], [-1.397, 0.646, -0.374], [-0.409, 1.385, -0.878], [0.546, -1.228, -1.250], [0.823, 0.955, 1.820], [-0.998, -1.122, 0.804], [-1.423, 0.290, 1.791], [-2.378, 0.519, -0.766], [-0.381, 2.054, -1.708], [1.964, -2.630, -1.146], [0.757, 1.338, -0.174], [1.833, -0.914, 0.815]], "mulliken_charge": [0.08, 0.09, -0.57, -0.27, -0.39, 0.35, 0.29, 0.27, 0.29, 0.37, 0.45, -0.44, -0.41, -0.11], "homo_energy_ev": -9.066, "smiles": "O=CS[C@@H]1CC=CO1"}

***

*ii*
{"formula": "C5H6O2S", "method": "ωB97M-V with the def2-TZVPD basis set", "species": ["C", "C", "C", "C", "C", "H", "H", "H", "H", "H", "H", "O", "O", "S"], "xyz": [[-1.450, -0.740, -0.017], [-0.518, 0.292, -0.042], [-0.835, 1.369, -0.821], [0.641, 0.314, 0.823], [1.824, -0.270, 0.026], [0.085, -2.007, -0.344], [-0.131, 2.241, -0.817], [-1.708, 1.271, -1.467], [0.534, -0.260, 1.772], [0.959, 1.355, 1.283], [2.854, 0.131, 0.336], [-0.965, -1.934, -0.165], [1.722, -1.300, -0.633], [-3.014, -0.462, 0.067]], "mulliken_charge": [0.32, 0.64, -0.93, -0.82, 0.27, 0.46, 0.27, 0.29, 0.29, 0.35, 0.30, -0.56, -0.53, -0.33], "homo_energy_ev": -8.281, "smiles": "C=C(CC=O)C(O)=S"}

***

Most stable = *i*

***

*i*
{"formula": "C5H6O2S", "method": "ωB97M-V with the def2-TZVPD basis set", "species": ["C", "C", "C", "C", "C", "H", "H", "H", "H", "H", "H", "O", "O", "S"], "xyz": [[-1.007, -0.620, -0.093], [-0.535, 0.207, 1.108], [0.903, -0.250, 1.318], [-0.061, -0.020, -1.124], [-0.323, 1.459, -0.840], [-1.173, 0.177, 1.996], [0.942, -1.185, 1.900], [1.457, 0.547, 1.815], [-0.145, -0.398, -2.126], [0.569, 2.129, -1.095], [-1.196, 1.835, -1.375], [-1.834, -1.485, -0.187], [-0.548, 1.529, 0.567], [1.547, -0.507, -0.398]], "mulliken_charge": [0.05, 0.08, -0.68, 0.02, -0.50, 0.41, 0.39, 0.37, 0.45, 0.26, 0.32, -0.54, -0.42, -0.19], "homo_energy_ev": -9.022, "smiles": "O=C1[C@H]2CS[C@@H]1CO2"}

***

*ii*
{"formula": "C5H6O2S", "method": "ωB97M-V with the def2-TZVPD basis set", "species": ["C", "C", "C", "C", "C", "O", "O", "S", "H", "H", "H", "H", "H", "H"], "xyz": [[-0.525, -1.354, -1.696], [0.491, 0.726, -0.729], [-0.296, -0.762, -2.892], [0.215, 0.359, 0.738], [-1.018, -0.401, 0.874], [0.663, -0.762, -3.676], [1.770, 0.495, -0.911], [-1.108, -1.904, -0.322], [-1.302, -0.313, -3.303], [1.114, -0.056, 1.296], [0.033, 1.342, 1.073], [-1.154, -1.020, 1.904], [-1.923, -0.066, 0.578], [2.029, 0.710, -1.841]], "mulliken_charge": [0.18, -0.48, 0.28, -0.13, -0.64, -0.57, -0.31, -0.16, 0.21, 0.28, 0.22, 0.34, 0.39, 0.40], "homo_energy_ev": -7.906}

***

Most stable = *i*